No. 1
Here is a molecular structure, C37H47AsCdNO3P2S4 from the Open Molecules 2025 dataset. Energies are from ωB97M-V/def2-TZVPD.

For the HOMO energy, the calculation gives -10.52 eV. The calculation puts the HOMO-LUMO gap at 8.757 eV.

```
! wB97M-V def2-TZVPD RIJCOSX def2/J DEFGRID3
* xyz 1 1
Cd 1.1230 -0.8025 2.0358
As -0.5451 -1.4947 -4.4125
S 0.6234 1.7605 2.5303
S -1.3832 -1.7017 5.9882
S 3.8569 -2.6212 1.2299
S 3.2404 -0.0954 3.4272
P -0.6107 -1.1193 0.1698
P 2.5991 1.7338 2.9092
O 3.0425 2.8344 3.9515
O 3.4562 2.1258 1.6369
O 2.4045 -2.3603 0.8375
N -0.0005 -1.7316 3.8660
C -0.6027 -3.1594 5.5583
C -2.0023 -4.7577 1.3015
C 4.8103 -1.4076 0.3311
C -3.1771 1.8626 1.1829
C -2.3801 -2.1582 -6.5010
C 2.7751 4.5095 1.3974
C -2.9528 2.8228 0.2038
C -1.2035 -3.6465 1.0782
C 3.2622 3.2469 0.7157
C -4.7448 -1.7496 -6.5983
C 4.3002 -4.0584 0.2675
C -4.6864 -1.1482 -5.3485
C 1.9939 1.9662 6.0243
C -2.0645 2.5646 -0.8284
C 0.0873 -2.9906 4.4057
C 2.4561 3.1809 5.2455
C -0.0120 -1.4259 -1.5312
C -2.3065 -1.5516 -5.2494
C -3.3461 -4.7216 0.9598
C -0.2015 0.4331 -4.3461
C 1.1018 0.8192 -4.0304
C 2.3691 2.8042 -0.4263
C -3.5898 -2.2540 -7.1748
C 1.3686 4.2176 5.0502
C -0.8165 2.7644 -4.4646
C -0.7452 -0.9536 4.6046
C -3.4753 -1.0499 -4.6792
C -1.1363 -1.6697 -2.5312
C -3.0902 -2.4703 0.1545
C 1.4385 2.1607 -3.9096
C -1.6161 0.3842 0.0916
C -1.7406 -2.4980 0.5020
C -2.5100 0.6506 1.1305
C -1.1534 1.4218 -4.5778
C -1.3926 1.3507 -0.8849
C -3.8890 -3.5787 0.3870
C 0.4753 3.1367 -4.1196
H -0.7013 1.1708 -1.7003
H 2.7766 5.3159 0.6629
H 1.3485 2.6393 -0.0818
H -2.1625 1.1505 -4.8579
H 4.0399 -3.8829 -0.7751
H 2.4560 2.4427 -3.6722
H 5.8682 -1.6281 0.4693
H 1.7280 5.0374 4.4294
H -0.6848 -4.0467 6.1618
H -5.6898 -1.8245 -7.1196
H -3.6294 -2.7253 -8.1479
H 1.8686 0.0623 -3.8992
H -3.9731 -5.5843 1.1398
H -1.5203 -2.6856 -2.4212
H 5.3679 -4.2381 0.3829
H -1.4820 -2.5613 -6.9544
H 0.7352 4.1844 -4.0390
H 2.7459 1.8827 -0.8738
H 1.6557 2.2926 7.0083
H 3.7396 -4.9024 0.6625
H -3.4737 3.7699 0.2463
H 1.1611 1.4742 5.5195
H 3.4301 4.7911 2.2192
H -2.6861 -0.0955 1.8981
H 0.6749 -3.7465 3.9082
H 1.0794 4.6239 6.0197
H -3.5178 -1.5821 -0.2931
H -3.4551 -0.5664 -3.7105
H 2.3528 3.5769 -1.1957
H -1.9659 -0.9850 -2.3552
H 1.7576 4.3926 1.7725
H -0.1498 -3.6702 1.3390
H 4.2746 3.4134 0.3447
H 4.5301 -1.4496 -0.7207
H 0.6539 -2.2896 -1.4566
H -1.5650 3.5229 -4.6568
H -1.5793 -5.6495 1.7444
H -4.9359 -3.5532 0.1164
H 0.6170 -0.5740 -1.8028
H 2.7999 1.2463 6.1526
H -3.8722 2.0608 1.9881
H 0.4903 3.7781 4.5795
H 3.3012 3.6364 5.7628
H 4.5770 -0.4381 0.7688
H -1.8872 3.3044 -1.5975
H -0.9224 0.0864 4.3685
H -5.5856 -0.7519 -4.8947
*
```

***

No. 2
Here is a molecular structure, C37H47AsIrN3O2PS from the Open Molecules 2025 dataset. Energies are from ωB97M-V/def2-TZVPD.

For the HOMO energy (alpha / beta), the calculation gives -12.25 / -12.25 eV. The calculation puts the HOMO-LUMO gap (alpha / beta) at 6.100 / 5.427 eV.

```
! wB97M-V def2-TZVPD RIJCOSX def2/J DEFGRID3
* xyz 2 2
Ir -0.0924 1.0573 2.2713
As -0.5786 -0.3678 -3.2709
S -1.0059 2.7970 2.9193
P -0.0630 1.3298 0.0273
O 2.6440 2.5714 1.7759
O 1.8593 0.7525 2.8514
N -2.4736 -1.6083 3.2349
N -0.2501 -0.8806 2.9386
N 4.9459 2.5931 2.9370
C 4.8298 0.1828 2.8120
C -3.8839 0.4553 3.2819
C -2.4149 -4.6488 -2.3970
C 1.1730 -1.1215 -0.1879
C -1.6052 0.6345 -0.6559
C -0.5352 -3.1624 -2.5645
C -2.2433 1.0542 -5.2665
C 0.1760 2.9310 -0.7558
C 0.4569 5.3207 -2.1460
C 3.4859 -1.4661 -0.7278
C 3.6525 -0.0971 -0.8928
C -0.0509 5.3225 -0.8555
C 6.2307 2.0638 2.3415
C -3.2677 -3.5996 -2.7193
C -1.1814 -0.9700 -6.0017
C 4.0620 1.4197 3.2957
C 2.5885 0.7673 -0.6910
C -1.8170 0.7177 -2.1690
C -0.1866 4.1323 -0.1582
C 1.3327 0.2539 -0.3663
C 0.6835 2.9309 -2.0609
C -3.1058 -0.5471 2.4485
C 2.2471 -1.9773 -0.3671
C 0.8227 4.1243 -2.7485
C -2.5688 0.2732 -7.5186
C -2.8109 1.2085 -6.5253
C -3.4117 -2.5543 3.8754
C 2.7431 1.6414 2.5553
C 6.2902 0.6265 2.8311
C -0.6462 -2.9790 4.0583
C -1.7502 -0.8172 -7.2548
C -2.7526 -2.3363 -2.9616
C -3.6860 -2.2498 5.3414
C -1.4320 -0.0408 -4.9927
C -1.0486 -4.4320 -2.3238
C -1.1680 -1.7405 3.3780
C -1.3816 -2.1038 -2.8775
H -1.0791 -3.1093 5.0470
H 0.9621 2.0016 -2.5455
H 2.1123 -3.0436 -0.2432
H -2.8348 0.3766 -2.3673
H -2.3296 -0.0500 1.8753
H -2.8172 -5.6377 -2.2224
H 6.1339 2.1328 1.2596
H 4.6142 0.2969 -1.1954
H 4.5132 -0.0735 1.7983
H 4.3211 -2.1356 -0.8854
H 4.6376 -0.6735 3.4527
H -3.0098 0.3954 -8.4982
H 0.5352 -2.9987 -2.5276
H -4.3324 -3.7733 -2.8000
H -0.3808 -5.2527 -2.0958
H -0.8963 -3.8585 3.4634
H -4.3111 -3.0369 5.7607
H 6.9301 0.0144 2.1997
H 0.6742 -1.2399 3.1478
H 4.3703 3.1177 2.2471
H 5.1195 3.1970 3.7373
H -2.3935 1.2039 -0.1509
H -0.5744 4.1479 0.8505
H -4.2083 -1.3044 5.4655
H -0.5416 -1.8249 -5.8094
H -3.4467 2.0605 -6.7257
H -4.7699 0.0084 3.7293
H -1.6904 -0.3961 -0.2997
H -3.2671 0.8737 4.0766
H -3.7623 -1.0395 1.7264
H -3.4256 -1.5365 -3.2508
H -4.2179 1.2727 2.6428
H 6.6878 0.5922 3.8468
H -0.3411 6.2527 -0.3870
H 0.4339 -2.9298 4.1638
H 7.0595 2.6871 2.6651
H 2.7265 1.8340 -0.8046
H -3.0351 -3.5675 3.7505
H 0.2068 -1.5363 0.0708
H -2.7703 -2.2030 5.9296
H 3.8937 1.4101 4.3712
H 1.2155 4.1176 -3.7560
H -1.5551 -1.5488 -8.0271
H -4.3335 -2.4948 3.2984
H 0.5672 6.2519 -2.6848
H -1.7564 1.7536 -2.5039
H -2.4464 1.8048 -4.5133
*
```

***

No. 3
Here is a molecular structure, C37H47Cl2CuGe3NO2 from the Open Molecules 2025 dataset. Energies are from ωB97M-V/def2-TZVPD.

For the HOMO energy (alpha / beta), the calculation gives 0.20 / 0.26 eV. The calculation puts the HOMO-LUMO gap (alpha / beta) at 4.028 / 3.954 eV.

```
! wB97M-V def2-TZVPD RIJCOSX def2/J DEFGRID3
* xyz -2 2
Ge -13.1453 -2.1606 15.8896
Ge -17.8897 -1.0754 16.9988
Ge -15.7948 -4.0266 17.2965
Cu -15.9212 -3.3063 14.2193
Cl -20.4931 -5.2965 13.0113
Cl -20.5786 -2.3340 13.0503
O -17.8392 -3.8103 13.8041
O -17.6407 -3.5790 11.5369
N -14.8794 -4.3096 12.6818
C -16.2707 -0.4825 13.1751
C -18.4057 -1.6312 19.8745
C -18.6535 -4.7767 16.8290
C -14.3481 -7.8532 13.5422
C -19.8727 -1.0351 22.2742
C -17.2227 -5.3078 16.7245
C -16.6581 0.4954 16.9373
C -13.3568 -7.4036 11.3651
C -14.9247 -1.1199 10.8514
C -13.5763 -8.2712 12.4000
C -19.8011 -0.7152 16.5424
C -12.4109 -1.6513 14.1649
C -15.3009 0.1933 11.0792
C -19.5664 -0.0473 21.3163
C -13.8142 -6.0878 11.3808
C -14.6706 -3.4813 11.6702
C -13.3643 -0.5115 16.9263
C -19.7647 -3.7966 12.3725
C -20.5101 0.3074 17.4347
C -18.8148 -0.3105 20.1734
C -17.2764 1.9014 17.0341
C -14.6630 -3.4114 15.7992
C -16.4968 -2.8004 18.6449
C -15.1467 -2.1094 11.8255
C -14.4767 -5.0262 18.3868
C -19.4097 -2.3395 22.0065
C -18.2204 -3.7227 12.6173
C -14.7824 -6.5367 13.6153
C -14.4772 -5.6258 12.5591
C -15.0528 -6.0956 19.3172
C -13.5762 -5.1745 10.3378
C -15.9567 0.5189 12.2567
C -15.8212 -1.7556 12.9834
C -11.7443 -3.1125 16.8637
C -13.9836 -3.8754 10.5029
C -18.7168 -2.6383 20.8333
C -17.5710 -1.9378 18.7268
H -13.9490 -4.2420 18.9861
H -18.4905 0.5024 19.5274
H -15.9842 0.3749 17.8109
H -10.7718 -2.6230 16.7400
H -16.0151 0.3617 16.0448
H -17.6519 2.1150 18.0591
H -19.7708 0.8793 17.9964
H -18.8286 -4.2295 17.7708
H -14.0350 -0.6905 17.7820
H -16.5415 2.6938 16.7704
H -14.4656 -1.3934 9.9191
H -13.7313 -5.4388 17.6952
H -16.8457 -0.2603 14.0646
H -15.0955 0.9224 10.2994
H -11.4472 -1.1419 14.3213
H -13.7810 -3.1697 9.6936
H -14.1444 -4.3649 15.4199
H -15.4106 -6.1685 14.4139
H -19.6190 -3.1347 22.7317
H -20.2956 -1.7020 16.5056
H -19.3787 -5.6185 16.7864
H -21.1135 1.0483 16.8748
H -12.0018 -3.1048 17.9286
H -13.0659 -5.4905 9.4492
H -18.3938 -3.6423 20.6299
H -19.9627 -3.7991 11.3084
H -17.0457 -6.1625 17.3865
H -16.2733 1.5461 12.4612
H -15.7043 -2.6820 19.4137
H -13.2211 -9.2909 12.3389
H -13.7376 0.3028 16.3308
H -18.9210 -4.1051 16.0098
H -21.1023 -0.1569 18.2297
H -13.0702 -0.9641 13.6304
H -14.5741 -8.5558 14.3192
H -19.9417 0.9620 21.4672
H -11.6619 -4.1532 16.4996
H -15.3570 -7.0025 18.7957
H -12.3844 -0.1896 17.3142
H -12.8333 -7.7542 10.4824
H -15.9684 -5.7766 19.8481
H -19.7796 -0.3690 15.4911
H -16.9815 -5.6270 15.6971
H -18.1250 2.0397 16.3578
H -12.2342 -2.5113 13.5122
H -20.4543 -0.8144 23.1718
H -14.3228 -6.4725 20.0619
*
```

***

No. 4
Here is a molecular structure, C37H47N8O4PS4Sr from the Open Molecules 2025 dataset. Energies are from ωB97M-V/def2-TZVPD.

For the HOMO energy, the calculation gives -7.02 eV. The calculation puts the HOMO-LUMO gap at 7.585 eV.

```
! wB97M-V def2-TZVPD RIJCOSX def2/J DEFGRID3
* xyz 0 1
Sr 0.9702 -0.8302 1.0552
S 3.4523 -4.5026 3.8732
S 3.4092 -1.9490 -0.5154
S 4.2245 1.8225 3.9093
S -0.6215 0.9219 3.3831
P -0.1132 1.1615 -1.7245
O 0.7944 0.9835 -0.5439
O 0.5113 -2.3205 -0.8207
O 0.7650 1.1148 2.9547
O -0.8683 0.9850 4.8041
N -1.1627 -0.3440 2.6346
N 2.4086 -2.5406 2.6469
N -1.6987 0.9436 -1.3784
N 0.0603 2.7030 -2.2839
N 1.2432 -3.2891 -1.3371
N 0.2256 0.1362 -2.9522
N -1.1088 -2.5851 2.3432
N 3.3140 0.0870 2.2966
C 0.0631 4.5477 -3.7249
C 0.0924 -1.0092 -4.9947
C 3.5987 1.3491 2.3755
C 0.5805 -4.3247 -1.9013
C 1.5552 -4.6780 1.7834
C -1.5642 2.2158 2.6197
C -1.4333 -3.8295 2.6951
C -0.7524 -0.5312 -3.8152
C -1.0891 2.9023 1.5142
C -3.9682 1.2514 -0.9333
C -1.3882 -1.5803 3.1902
C -0.2279 3.0525 -3.6790
C 2.3775 -3.8389 2.7020
C -1.8992 3.8530 0.9108
C 2.6152 -3.2282 -1.2974
C -3.1805 4.1188 1.3841
C -2.8185 1.7999 -1.7740
C -4.0536 5.1287 0.6913
C -2.8293 2.4812 3.1250
C -3.6313 3.4256 2.5048
C 4.0000 -2.9299 4.2656
C -1.9086 -1.8315 4.4733
C 1.2329 -5.3711 -2.4901
C 1.2454 4.6875 -2.7668
C -3.6796 -0.2479 -0.8845
C 1.4431 -1.3060 -4.3458
C 4.0692 0.2138 4.4706
C 0.9025 3.7183 -1.6334
C 1.6070 -0.1528 -3.3612
C 2.6334 -5.3513 -2.5032
C -1.9858 -4.1649 3.9148
C 3.3555 2.3276 1.2763
C -2.2010 -3.1300 4.8237
C -2.1621 -0.3006 -0.7339
C 3.3351 -2.0122 3.5183
C 3.2937 -4.3020 -1.9218
C 3.5767 -0.5686 3.4776
H -1.8853 -0.3040 0.3221
H 2.6197 3.0692 1.5917
H -3.6321 6.1323 0.7729
H -1.2619 2.8203 -3.9427
H -0.7968 5.1032 -3.3423
H -0.3500 -1.8692 -5.4964
H 0.8541 -4.0295 1.2621
H 2.2186 -0.4142 -2.4968
H -3.9220 1.6742 0.0746
H -3.1790 1.9431 3.9965
H -4.1477 4.8992 -0.3723
H -4.1810 -0.7449 -0.0550
H -2.6120 -3.3385 5.8041
H 1.7878 3.2600 -1.1935
H -2.2333 -5.1903 4.1498
H 4.3213 -0.0665 5.4793
H -3.9965 -0.7331 -1.8109
H 2.9646 1.7979 0.4085
H 3.1904 -6.1564 -2.9643
H 2.1983 -5.1610 1.0448
H -3.0482 1.7042 -2.8441
H 0.3585 4.2253 -0.8313
H -1.5368 4.3933 0.0429
H 1.3850 5.7065 -2.4087
H 0.4241 2.5026 -4.3677
H -1.7173 -1.1859 -1.1993
H 1.3935 -2.2471 -3.7960
H 2.1679 4.3749 -3.2605
H -2.0774 -1.0088 5.1504
H -4.9414 1.4863 -1.3647
H 0.6625 -6.1761 -2.9292
H -2.5983 2.8465 -1.5659
H 1.0029 -5.4482 2.3198
H -0.4935 -4.2310 -1.8370
H 2.0534 0.7191 -3.8589
H -1.2281 -4.5960 1.9559
H 4.3730 -4.2570 -1.9079
H -4.6234 3.6248 2.8925
H 0.1985 -0.2047 -5.7274
H -5.0538 5.1480 1.1221
H 0.2763 4.9019 -4.7326
H -1.2080 -1.3846 -3.3014
H -1.5531 0.1443 -4.1254
H 4.7863 -2.7642 4.9824
H 4.2739 2.8457 0.9979
H 2.2638 -1.3681 -5.0590
H -0.1067 2.6738 1.1202
*
```

***

No. 5
Here is 2 unconnected molecules or ions with the total composition C37H47NO5Si from the Open Molecules 2025 dataset. Energies are from ωB97M-V/def2-TZVPD.

For the HOMO energy, the calculation gives -5.43 eV. The calculation puts the HOMO-LUMO gap at 3.533 eV.

```
! wB97M-V def2-TZVPD RIJCOSX def2/J DEFGRID3
* xyz 0 1
Si -2.7954 -0.5872 5.3919
O 0.8903 -2.6040 -5.2025
O -2.2579 -0.9889 3.8436
O -0.7777 -1.1095 -5.0138
O 3.2763 -1.6750 -4.9803
O 3.5798 0.5563 -5.1159
N -0.2954 -0.7938 0.6670
C 2.4354 1.9145 -1.5910
C -4.0858 2.1129 1.7615
C -0.0330 -0.1005 3.6935
C 2.3489 3.3124 -1.3795
C -1.9184 2.9934 1.0949
C 1.3804 -0.2699 -4.7129
C -2.0583 0.9124 2.3344
C -2.4563 -1.7480 1.0703
C -1.9571 -1.7508 6.5716
C -3.4484 1.0218 2.3554
C 1.8612 -1.0573 4.8583
C -1.1318 -1.3489 1.7697
C 1.4494 1.0360 -0.9951
C 3.5087 1.4004 -2.3582
C 0.5422 -1.4499 -4.9814
C -1.5664 -2.2701 -5.3518
C -2.4987 -1.0302 -0.2709
C 4.6982 -1.7725 -5.2501
C -2.3161 1.1563 5.8405
C -1.2916 1.8844 1.6803
C -3.3133 3.1000 1.1411
C 0.4126 1.1879 4.0232
C -1.0617 -0.5518 -0.5621
C 1.0283 -0.7812 0.6964
C 5.0042 -3.2155 -5.5065
C -1.3608 -0.3352 2.9557
C 2.8239 -0.4117 -4.9530
C 4.3786 2.2764 -3.0079
C 1.6537 1.3421 4.6606
C 0.6537 -1.2122 4.1777
C 1.8144 -0.0651 -0.2494
C -3.0237 -1.8992 -5.2669
C -4.6489 -0.7586 5.4033
C 2.3765 0.2288 5.0724
C 0.8201 1.0481 -5.0361
C 4.2246 3.6601 -2.8629
C 3.2338 4.1770 -2.0056
H -3.3289 -1.5774 1.7016
H -0.8641 -1.7090 6.4600
H -0.2207 2.0548 3.8311
H -1.1238 0.5086 -0.8438
H 6.0800 -3.3721 -5.4280
H 0.3503 0.9912 -6.0408
H -3.3389 -1.2517 -6.0904
H 4.9162 4.3342 -3.3822
H 3.3465 0.3527 5.5645
H -4.9566 -1.7554 5.0633
H -1.3334 -3.0658 -4.6296
H 4.9423 -1.1731 -6.1368
H -2.2844 -2.7854 6.3956
H 5.2650 -1.4082 -4.3795
H 0.2157 -2.2118 4.0634
H -2.8911 1.4518 6.7304
H 0.4441 1.4385 -0.9184
H 1.6378 1.7843 -5.0296
H -2.3806 -2.8290 0.8914
H -4.0499 0.2581 2.8647
H -0.1968 1.7992 1.6593
H -5.1332 -0.0095 4.7632
H -3.8073 3.9548 0.6804
H 2.4014 -1.9405 5.2022
H -5.1755 2.1707 1.7958
H -3.2679 -1.4090 -4.3176
H 0.0327 1.3738 -4.3344
H -0.6431 -1.0792 -1.4386
H -2.2174 -1.4659 7.6032
H 1.5320 -1.4012 1.4581
H -1.2492 1.2225 6.0846
H 5.1796 1.8845 -3.6370
H 3.6014 0.3247 -2.4790
H 1.5661 3.6716 -0.7080
H -1.2983 3.7591 0.6151
H -3.6197 -2.8112 -5.3420
H -5.0150 -0.6156 6.4309
H -3.1661 -0.1585 -0.2265
H -0.6366 -2.2537 2.1708
H 2.0323 2.3594 4.8163
H -1.2888 -2.5907 -6.3673
H 3.1687 5.2514 -1.8228
H 4.7152 -3.5072 -6.5165
H -2.5353 1.8709 5.0382
H -2.8600 -1.6632 -1.0901
H 4.5023 -3.8851 -4.8097
H 2.8544 -0.4220 -0.3250
*
```

***

So what do the calculations give for largest force on an atom? Going down the list: 0.0041; 0.0204; 0.0480; 0.0102; 0.0536 Eh/bohr.
So what do the calculations give for calculated total energy? Going down the list: -174085.1031; -131486.5211; -283945.8941; -112715.1924; -58736.1438 eV.